1.
The following is a quantum chemistry calculation of a molecular structure, C21H24O8Si2, from OMol25.

Structure (XYZ):
```
55
Properties=species:S:1:pos:R:3
C -2.86 -1.09 2.17
Si -2.96 0.43 1.12
O -1.83 0.28 -0.09
Si -0.48 1.23 -0.19
C 0.55 1.34 1.36
C 0.79 2.78 1.82
O -0.27 3.18 2.67
H -1.92 -1.06 2.72
H -2.84 -1.96 1.53
H -3.67 -1.16 2.89
H -4.28 0.56 0.46
H -2.66 1.65 1.89
H -0.87 2.59 -0.62
H 0.34 0.63 -1.28
H 0.11 0.78 2.19
H 1.53 0.89 1.17
H 1.74 2.85 2.34
H 0.83 3.45 0.95
H -0.35 4.13 2.64
C -2.69 6.01 -1.77
C -2.08 6.00 -0.59
C -0.68 6.45 -0.43
O -0.12 6.41 0.64
C 0.03 6.92 -1.65
C -0.58 6.94 -2.83
C -1.98 6.48 -2.99
O -2.53 6.50 -4.07
H -3.71 5.67 -1.91
H -2.57 5.66 0.32
H 1.06 7.24 -1.51
H -0.08 7.27 -3.74
C -0.05 -4.77 -2.12
C -1.19 -5.22 -2.63
C -2.36 -4.31 -2.82
O -3.40 -4.72 -3.28
C -2.20 -2.90 -2.41
C -1.06 -2.45 -1.90
C 0.10 -3.35 -1.72
O 1.15 -2.95 -1.25
H 0.81 -5.41 -1.97
H -1.34 -6.25 -2.94
H -3.07 -2.26 -2.55
H -0.92 -1.42 -1.58
C 3.86 -3.08 1.37
C 3.39 -4.07 0.61
C 3.56 -5.49 1.02
O 3.13 -6.39 0.33
C 4.26 -5.76 2.30
C 4.72 -4.77 3.05
C 4.56 -3.35 2.65
O 4.98 -2.45 3.34
H 3.75 -2.04 1.10
H 2.88 -3.89 -0.32
H 4.36 -6.81 2.57
H 5.24 -4.94 3.99
```

The total energy comes out at -54299.9877 eV. As for the spin multiplicity: 1. The calculation puts the highest occupied orbital energy at -10.114 eV. The total charge is 0. The max |F| comes out at 0.48 eV/A. Its orbital gap is 8.443 eV.

---

2.
The following is a quantum chemistry calculation of a gas-phase ion, C7H10N5S (charge +1) in a non-equilibrium geometry, from OMol25.

Structure (XYZ):
```
23
Properties=species:S:1:pos:R:3
C -5.13 -0.30 0.46
S -3.29 -0.67 0.35
C -2.51 0.64 -0.31
N -1.98 1.77 -0.45
N -1.07 0.70 -0.91
C 0.13 0.36 -0.40
C 0.65 -0.91 -0.35
C 2.02 -1.06 -0.02
C 2.68 -2.36 -0.01
N 2.79 0.06 0.13
C 2.25 1.25 0.11
N 2.98 2.32 0.40
N 0.91 1.39 -0.05
H -5.72 -0.99 -0.21
H -5.38 0.77 0.28
H -5.44 -0.38 1.48
H 0.11 -1.83 -0.73
H 2.14 -3.26 -0.04
H 3.40 -2.47 -0.89
H 3.17 -2.58 0.99
H 4.02 2.16 0.54
H 2.83 3.03 -0.27
H 0.43 2.37 -0.09
```

The total energy comes out at -25697.0541 eV. Its SMILES is CSC1=NN1c1cc(C)nc(=[NH2+])[nH]1. The value obtained for the relative energy (zero: lowest compared OMol25 entry of this formula, charge and spin) is 67.92 kcal/mol. As for the spin multiplicity: 1. The calculation puts the highest occupied orbital energy at -12.395 eV. The total charge is +1. The max |F| comes out at 4.05 eV/A. Its orbital gap is 8.703 eV.

---

3.
The following is a quantum chemistry calculation of 2 unconnected molecules or ions with the total composition C11H20Cl2FN4O2 in a non-equilibrium geometry, from OMol25.

Structure (XYZ):
```
40
Properties=species:S:1:pos:R:3
C 3.52 -3.67 -0.61
C 4.85 -2.73 -0.30
F 6.01 -3.40 -0.97
N 4.65 -1.34 -0.85
C 5.47 -0.48 -1.79
N 4.78 0.90 -1.94
C 3.51 0.83 -1.12
N 2.50 1.75 -0.90
C 1.34 1.26 -0.02
C 0.37 2.46 0.54
C -0.80 1.88 1.54
C -1.15 0.29 1.35
O -1.77 -0.05 0.04
C -2.86 -1.03 0.20
O -3.39 -1.62 -0.90
N 3.55 -0.56 -0.52
H 3.61 -4.72 -0.10
H 2.50 -3.14 -0.32
H 3.45 -3.85 -1.78
H 5.04 -2.61 0.87
H 6.46 -0.87 -2.25
H 2.54 2.69 -1.35
H 0.70 0.55 -0.73
H 1.73 0.67 0.94
H 0.98 3.26 1.18
H -0.06 3.05 -0.37
H -1.78 2.50 1.33
H -0.45 2.02 2.67
H -0.24 -0.44 1.53
H -1.94 0.02 2.19
H -3.36 -1.34 1.23
H 2.91 -1.05 0.14
Cl -7.74 2.86 0.05
C -6.96 1.35 -0.49
C -6.27 0.62 0.66
Cl -4.84 1.50 1.26
H -6.25 1.60 -1.29
H -7.74 0.72 -0.92
H -5.93 -0.36 0.32
H -6.96 0.47 1.50
```

The total energy comes out at -49534.8517 eV. The value obtained for the relative energy (zero: lowest compared OMol25 entry of this formula, charge and spin) is 181.35 kcal/mol. As for the spin multiplicity: 1. The calculation puts the highest occupied orbital energy at -12.426 eV. The total charge is +1. The max |F| comes out at 9.19 eV/A. Its orbital gap is 8.506 eV.